{
  "formula": "C2H3Br2N",
  "method": "ωB97M-V with the def2-TZVPD basis set",
  "symbols": ["Br", "Br", "N", "C", "C", "H", "H", "H"],
  "xyz": [[-1.55, -0.66, 3.02], [-0.06, 0.98, -2.80], [0.28, 0.75, 1.18], [0.25, 0.48, 0.07], [0.34, -0.09, -1.29], [1.35, -0.36, -1.51], [-0.32, -0.98, -1.44], [-0.30, -0.11, 2.76]],
  "charge": 0,
  "homo_lumo_gap_ha": 0.39257,
  "smiles": "N#CCBr.Br",
  "e_above_lowest_ev": 0.263
}